Entry 1:
Density functional theory data (ωB97M-V/def2-TZVPD) for a molecular structure, C16H36InN2O7.

```
62
Properties=species:S:1:pos:R:3:forces:R:3:mulliken_charge:R:1
C 4.6017 3.6176 -1.5188 0.38 -0.26 -0.35 -1.11
C 5.3318 2.3895 -2.0721 -0.22 -0.02 0.41 0.58
C 5.6292 2.4534 -3.5635 -0.54 -0.11 0.09 -1.26
N 5.6216 1.4085 -1.3332 0.88 0.40 0.09 -0.47
In 7.7171 1.4001 -0.8950 -0.01 -0.77 -0.72 0.85
O 7.9096 2.6845 0.8413 0.15 0.56 -0.22 -0.74
C 8.2606 3.8649 0.5454 -0.30 -0.86 0.25 0.62
N 8.5797 4.9452 0.2641 0.11 0.44 0.01 -0.61
H 4.8324 4.4925 -2.1186 -0.12 0.25 -0.09 0.48
H 3.5317 3.4281 -1.5467 -0.25 0.10 0.08 0.23
H 4.9428 3.7888 -0.5071 -0.14 -0.02 0.30 0.24
H 5.3166 1.5146 -4.0061 0.09 -0.23 -0.14 0.28
H 6.6924 2.5817 -3.7290 0.26 0.09 -0.03 0.25
H 5.0689 3.2549 -4.0357 0.07 0.20 -0.22 0.41
H 8.3232 -0.2015 -0.5341 -0.16 0.19 0.27 -0.35
H 8.5542 2.2702 -2.1782 -0.12 0.05 0.24 -0.34
C 2.3353 1.7770 1.6931 -0.10 0.04 -0.09 -0.85
O 1.9917 0.8219 0.7155 0.03 -0.25 0.23 -0.28
C 3.1088 0.1627 0.1195 -0.22 0.08 -0.01 -0.34
C 2.9534 -1.3408 0.1039 -0.10 -0.03 -0.19 -0.33
O 2.9548 -1.9866 1.3725 0.08 -0.19 -0.01 -0.46
C 1.8647 -1.8121 2.2502 0.09 0.22 0.11 -0.35
C 0.5435 -2.4110 1.8129 -0.18 0.05 0.12 -0.52
O -0.0334 -1.7467 0.7032 0.19 -0.12 -0.11 -0.22
C -0.4844 -2.5989 -0.3245 -0.09 0.20 0.01 -0.91
H 2.5415 2.7513 1.2379 0.10 0.01 0.05 0.27
H 1.4859 1.8802 2.3724 -0.02 0.03 -0.05 0.25
H 3.2069 1.4656 2.2766 0.03 0.02 -0.02 0.39
H 4.0387 0.4350 0.6186 0.03 0.06 0.00 0.41
H 3.1903 0.5036 -0.9147 0.20 -0.04 -0.03 0.19
H 3.8334 -1.7334 -0.4095 0.04 0.01 0.05 0.42
H 2.0866 -1.6431 -0.4892 -0.12 0.11 0.11 0.07
H 1.7423 -0.7634 2.5311 -0.13 0.03 -0.16 0.10
H 2.1555 -2.3492 3.1583 -0.01 -0.01 0.00 0.42
H -0.1531 -2.3251 2.6593 0.07 -0.10 0.06 0.32
H 0.6814 -3.4775 1.6032 0.02 0.01 -0.09 0.38
H 0.1700 -3.4666 -0.4511 -0.02 -0.03 0.03 0.46
H -0.4699 -2.0302 -1.2544 -0.06 0.03 0.01 0.25
H -1.5119 -2.9343 -0.1356 0.04 -0.12 -0.03 0.26
C -3.8830 -0.5929 2.1800 -0.05 0.12 0.05 -0.69
O -4.8437 -0.0267 1.3131 -0.07 -0.31 -0.13 -0.33
C -4.3851 0.1998 -0.0080 0.04 0.17 0.11 -0.27
C -5.3242 -0.3488 -1.0608 -0.13 0.12 -0.07 -0.29
O -5.4487 -1.7598 -1.1061 0.02 -0.09 -0.16 -0.45
C -6.1123 -2.4439 -0.0605 0.16 -0.04 0.16 -0.23
C -7.5998 -2.1929 0.0674 -0.16 -0.06 0.14 -0.55
O -7.9079 -0.8818 0.5015 0.18 0.08 -0.21 -0.30
C -8.9092 -0.2231 -0.2395 0.02 0.01 0.14 -0.80
H -3.2692 0.1895 2.6367 0.12 -0.09 0.00 0.31
H -4.4149 -1.1276 2.9680 -0.04 0.07 0.02 0.28
H -3.2367 -1.3047 1.6578 0.05 0.03 0.00 0.24
H -3.3870 -0.2250 -0.1525 0.00 -0.06 0.03 0.11
H -4.3111 1.2837 -0.1622 0.08 -0.01 -0.12 0.38
H -4.8949 -0.0789 -2.0291 0.02 -0.02 -0.01 0.41
H -6.3009 0.1369 -1.0079 -0.02 -0.04 0.20 0.09
H -5.6071 -2.2943 0.8960 -0.11 0.17 0.03 0.08
H -6.0005 -3.5019 -0.3127 0.00 0.00 -0.02 0.40
H -7.9890 -2.8990 0.8132 0.01 -0.10 -0.09 0.37
H -8.0882 -2.4155 -0.8876 0.01 0.08 -0.04 0.34
H -8.8538 -0.4695 -1.3045 -0.03 -0.03 0.00 0.38
H -8.7471 0.8494 -0.1321 -0.03 0.01 0.06 0.24
H -9.9078 -0.4657 0.1409 -0.03 -0.03 -0.10 0.30
```
Positions in Å, forces in eV/Å.

F_max = 1.1 eV/Å
LUMO = 2.06 eV
net charge = -1
energy above the lowest of the compared OMol25 structures with the same formula, charge and spin = 0.0 kcal/mol
orbital gap = 6.16 eV



Entry 2:
Density functional theory data (ωB97M-V/def2-TZVPD) for a molecular structure, C24H38BrNO4P2RuS2.

```
73
Properties=species:S:1:pos:R:3:forces:R:3:lowdin_spin:R:1
Ru 0.1935 0.4067 -0.1913 0.80 0.75 0.20 0.73
O -0.7606 -0.4426 1.3897 -0.34 0.08 -0.28 0.00
N -0.4135 -1.7200 1.6577 0.28 0.03 -0.08 0.00
C -1.2790 -2.4050 2.4361 0.11 0.05 -0.04 0.00
C -1.0048 -3.6851 2.8179 0.07 -0.05 0.01 0.00
C 0.1921 -4.2719 2.3884 -0.08 -0.01 0.06 0.00
C 1.0542 -3.5568 1.5998 0.01 0.17 -0.04 0.00
C 0.7532 -2.2401 1.2151 -0.27 0.02 0.27 0.01
S 1.7746 -1.2876 0.2240 0.01 -0.21 -0.22 0.06
H -2.1601 -1.8487 2.7158 0.00 0.00 0.01 0.00
H -1.7051 -4.2122 3.4476 0.00 -0.01 -0.01 0.00
H 0.4366 -5.2839 2.6804 0.00 0.00 0.00 0.00
H 1.9893 -3.9758 1.2569 0.00 0.00 0.01 0.00
C -1.2296 2.6648 1.8305 0.24 0.19 0.04 0.00
P -0.3321 2.6717 0.2389 -0.71 -0.29 0.63 -0.01
C 0.8364 4.0549 0.2535 0.07 -0.18 -0.28 0.00
C -1.6563 3.3155 -0.8569 0.08 0.02 -0.02 0.00
C -2.7130 2.2264 -0.9198 0.00 0.00 -0.05 0.00
P -1.8487 0.6539 -1.3162 -0.39 -0.36 0.23 0.02
C -1.8279 0.7983 -3.1301 0.05 -0.05 0.00 0.00
C -3.0988 -0.5898 -0.9068 -0.06 -0.01 -0.08 0.00
H -1.8498 3.5581 1.9238 0.02 0.02 -0.01 0.00
H -0.5175 2.6262 2.6519 -0.02 0.02 -0.03 0.00
H -1.8495 1.7737 1.9012 0.00 -0.03 -0.05 0.00
H 0.3836 4.8440 0.8560 0.07 0.03 0.01 0.00
H 0.9748 4.4282 -0.7624 -0.05 -0.02 0.01 0.00
H 1.7940 3.7594 0.6599 0.08 -0.04 0.13 0.00
H -1.2514 3.5175 -1.8524 0.05 0.00 0.03 0.00
H -2.0299 4.2629 -0.4634 -0.06 -0.02 -0.01 0.00
H -3.4629 2.4154 -1.6899 -0.02 -0.02 0.01 0.00
H -3.2412 2.1140 0.0275 0.06 0.01 0.05 0.00
H -2.8597 0.8689 -3.4773 0.01 0.01 -0.02 0.00
H -1.3493 -0.0483 -3.6150 -0.05 0.02 0.01 0.00
H -1.2962 1.7062 -3.4179 -0.02 0.02 0.01 0.00
H -4.0580 -0.2926 -1.3347 -0.01 0.00 0.03 0.00
H -3.1830 -0.6465 0.1783 0.02 0.04 0.01 0.00
H -2.8063 -1.5666 -1.2800 0.04 0.01 -0.02 0.00
C -2.4813 -4.0028 -4.0580 0.00 0.01 -0.04 0.00
C -1.5233 -4.4519 -2.9619 -0.03 0.05 0.06 0.00
C -0.1160 -3.8843 -3.0935 0.21 -0.01 0.07 0.00
S -0.1230 -2.0910 -2.9708 -0.10 -0.21 0.11 0.01
O -0.4681 -1.8197 -1.5160 -0.29 0.00 -0.69 0.07
C 1.6329 -1.7387 -3.2160 -0.01 0.15 0.19 0.00
C 1.8506 -0.2784 -3.6298 -0.10 -0.10 0.05 0.00
C 1.6673 0.7795 -2.5369 0.18 -0.07 0.23 0.00
H -3.4340 -4.5232 -3.9704 0.00 0.01 0.00 0.00
H -2.0765 -4.2147 -5.0495 0.00 -0.01 0.00 0.00
H -2.6872 -2.9314 -4.0096 0.01 0.00 0.01 0.00
H -1.4309 -5.5391 -2.9740 0.00 0.00 0.02 0.00
H -1.9157 -4.1853 -1.9772 0.00 -0.02 -0.01 0.00
H 0.3371 -4.1349 -4.0557 -0.03 -0.01 -0.01 0.00
H 0.5282 -4.2306 -2.2815 0.05 -0.03 -0.06 0.00
H 1.9811 -2.4176 -3.9954 -0.03 0.04 -0.05 0.00
H 2.1268 -1.9775 -2.2742 0.06 -0.09 -0.04 0.00
H 1.1922 -0.0509 -4.4725 0.04 0.02 -0.03 0.00
H 2.8728 -0.1933 -4.0021 -0.01 0.02 -0.02 0.00
H 0.6267 0.7557 -2.1361 -0.03 0.06 -0.15 0.00
H 1.8061 1.7797 -2.9454 -0.03 0.01 0.03 0.00
H 2.3830 0.6501 -1.7275 0.17 0.00 0.00 0.00
Br 3.9637 4.5948 7.0776 0.01 0.01 0.00 0.00
C 3.2868 3.5138 5.6838 -0.01 -0.01 -0.02 0.00
C 2.5395 4.0935 4.6732 0.00 0.01 0.05 0.00
C 2.0502 3.2930 3.6521 -0.01 -0.05 -0.07 0.00
C 2.2831 1.9252 3.6361 0.22 -0.08 0.03 0.01
C 3.0281 1.3646 4.6727 0.01 0.04 -0.01 0.00
C 3.5394 2.1503 5.6903 -0.01 0.01 0.01 0.00
C 1.7550 0.9677 2.5905 -0.35 0.15 -0.15 0.01
O 1.6852 -0.2079 2.8840 -0.10 -0.19 0.15 0.01
O 1.3922 1.4957 1.4424 0.25 0.04 0.01 0.08
H 2.3395 5.1559 4.6878 0.01 0.00 -0.01 0.00
H 1.4671 3.7519 2.8727 -0.07 0.05 -0.17 0.00
H 3.2007 0.2977 4.6666 -0.01 0.00 0.00 0.00
H 4.1224 1.7100 6.4871 0.01 0.00 0.00 0.00
```
Positions in Å, forces in eV/Å.

F_max = 1.1 eV/Å
LUMO (spin up / spin down) = -2.96 / -3.30 eV
spin multiplicity = 2
net charge = +1
energy above the lowest of the compared OMol25 structures with the same formula, charge and spin = 53.4 kcal/mol
orbital gap (spin up / spin down) = 7.24 / 6.96 eV



Entry 3:
Density functional theory data (ωB97M-V/def2-TZVPD) for a molecular structure, C21H33B2BeCaCl2F7N4O20S2.

```
93
Properties=species:S:1:pos:R:3:forces:R:3:mulliken_charge:R:1
C 1.0027 3.4070 0.5728 -0.21 0.35 0.26 -0.14
C 0.6614 2.2683 0.4417 0.55 -0.11 -0.59 -1.44
C 0.5079 0.9610 -0.0724 0.12 0.40 0.65 1.70
N 1.4973 0.0024 -0.0171 -0.79 -0.07 -0.49 0.62
C 1.0485 -1.1075 -0.6110 1.03 -0.86 0.92 -1.94
C 1.8410 -2.3222 -0.7819 -1.15 -0.16 -0.08 0.90
S 3.1408 -2.0504 -1.9926 0.75 -0.23 0.33 -0.24
C 2.4015 -0.9453 -3.1852 0.72 1.05 -0.90 0.58
C 3.1607 0.4286 -3.3283 -1.04 -0.24 -0.08 -1.05
N -0.1984 -0.8925 -1.0441 0.52 0.28 -0.35 0.87
N -0.8650 -1.9117 -1.7154 -0.88 1.28 0.55 0.10
C -2.2962 -2.0250 -1.4531 -0.76 -1.73 -0.14 -0.64
C -3.1663 -1.9872 -2.7187 0.69 1.20 -0.06 -1.13
C -2.7049 -0.9492 -3.7702 -0.19 -0.75 -0.20 0.75
C -0.5824 0.4350 -0.6907 -0.17 -0.31 -1.08 -0.06
C -1.9079 1.0831 -0.9428 0.28 0.21 0.52 -0.29
C -1.8694 2.5236 -1.5114 -0.60 -0.05 -0.23 0.12
C -2.9167 2.6533 -2.6195 0.07 -0.14 0.60 -1.80
O -2.1708 3.4552 -0.4913 0.26 -0.25 -0.19 -0.70
H 1.2190 4.4345 0.7281 0.09 0.18 0.13 0.49
H 2.4312 0.0717 0.3638 0.00 0.12 0.15 0.32
H 1.2050 -3.2112 -1.1610 0.28 0.48 0.17 -0.37
H 2.3170 -2.6104 0.1501 0.20 0.10 0.07 0.57
H 2.4462 -1.3919 -4.1799 -0.31 -0.42 0.02 0.67
H 1.3440 -0.7517 -2.9891 1.21 -2.05 0.94 -1.32
H 3.5386 0.5206 -4.3393 0.32 0.08 -0.05 0.30
H 3.9552 0.4855 -2.5964 0.15 0.11 0.06 0.38
H 2.5246 1.3333 -3.1732 0.10 -0.09 0.16 0.37
H -0.5911 -2.0548 -2.6805 0.47 -0.56 0.12 0.29
H -2.4415 -3.0189 -1.0272 0.08 -0.07 0.18 0.11
H -2.6706 -1.3480 -0.6970 0.40 0.37 0.10 0.64
H -4.1665 -1.7038 -2.4135 -0.25 -0.22 0.02 0.38
H -3.2018 -2.9569 -3.1953 -0.02 -0.20 0.02 0.48
H -1.9326 -0.2399 -3.3878 -0.27 0.13 0.23 -1.38
H -3.5325 -0.3559 -4.1494 0.12 0.30 -0.11 -0.13
H -2.2944 -1.4518 -4.6462 0.14 0.06 -0.15 0.49
H -2.3669 1.1802 0.0406 -0.33 -0.06 0.04 0.35
H -2.5700 0.4891 -1.5533 0.08 -0.31 -0.03 -0.04
H -0.8695 2.7747 -1.9031 0.14 0.12 0.16 0.27
H -2.5526 2.3306 -3.5932 -0.18 0.04 -0.24 0.40
H -3.2458 3.6841 -2.6456 0.17 0.21 -0.52 0.33
H -3.7827 2.0547 -2.3439 -0.15 -0.16 -0.21 0.52
H -3.1294 3.5600 -0.5477 -0.08 0.25 0.37 0.46
B 4.9123 -4.3364 1.0218 -0.11 -0.33 -0.82 0.41
O 4.6373 -5.1492 2.2470 0.19 0.40 0.07 -0.45
C 5.2305 -4.6123 3.2748 -0.56 -0.82 0.19 0.69
O 5.2122 -5.0124 4.3993 0.10 0.17 0.24 -0.53
C 5.9829 -3.3252 2.7816 0.38 0.83 -0.51 0.66
O 6.6177 -2.6111 3.4881 0.12 0.02 0.19 -0.51
O 5.7743 -3.1978 1.4890 -0.28 -0.41 0.62 -0.40
F 3.7079 -3.8499 0.5118 0.16 0.14 0.16 -0.27
F 5.5628 -5.0858 0.0832 0.12 0.03 0.00 -0.28
B -0.4578 -3.6746 3.1441 -0.75 1.33 -1.11 0.62
O -0.7627 -4.3874 1.9054 0.14 0.04 0.72 -0.40
C -2.0792 -4.3914 1.7319 -0.02 -0.60 -0.92 0.69
O -2.6367 -4.8778 0.7928 -0.20 0.29 0.23 -0.60
C -2.7385 -3.6636 2.9116 0.00 0.19 0.43 0.44
O -3.9034 -3.4751 3.0730 0.06 0.01 -0.05 -0.56
O -1.7537 -3.2640 3.7298 0.34 -0.50 -0.01 -0.56
F 0.3343 -2.5741 2.8910 0.22 -0.13 0.25 -0.33
F 0.2579 -4.5530 4.0505 0.74 -1.14 2.36 -0.08
Ca 0.1545 0.4815 -3.4662 -1.86 1.27 -0.20 1.85
O -6.3594 0.1214 -4.9414 0.05 -0.01 0.05 -0.67
Cl -5.5079 -0.2595 -6.0422 -0.20 -0.12 0.06 1.73
O -5.2559 -1.6797 -6.0005 0.06 -0.01 0.07 -0.64
O -4.2271 0.4276 -5.8789 0.38 0.39 -0.05 -0.74
O -6.0933 0.1172 -7.2915 0.02 0.01 0.00 -0.66
Be 0.6797 -5.1358 5.9771 -0.22 0.88 -2.13 0.86
C -2.6911 6.6073 -0.2412 0.07 0.04 -0.04 -0.21
N -4.1078 6.9269 0.0768 0.03 -0.08 -0.05 0.94
O -4.9447 6.1033 -0.2405 -0.02 -0.06 0.01 -0.54
O -4.3272 7.9791 0.6276 -0.04 0.06 0.02 -0.55
H -2.6662 5.6449 -0.7252 0.06 0.00 -0.07 -0.15
H -2.3159 7.3859 -0.8984 -0.01 0.09 0.09 0.30
H -2.1410 6.5888 0.6949 -0.01 0.10 0.02 0.29
C 4.2218 0.3865 6.9709 -0.10 0.24 0.17 0.61
F 4.8412 0.9208 8.0211 0.10 -0.06 0.02 -0.22
F 2.9924 0.0301 7.3564 -0.07 -0.11 -0.05 -0.23
F 4.0986 1.3394 6.0395 -0.01 0.01 -0.15 -0.22
S 5.1544 -1.0484 6.3154 0.43 -0.17 -0.07 1.14
O 5.1991 -1.9771 7.4182 -0.21 -0.12 0.12 -0.56
O 6.4325 -0.5018 5.9416 -0.06 0.12 -0.07 -0.54
O 4.3544 -1.5088 5.1943 -0.30 -0.05 -0.05 -0.44
C 1.5060 2.5804 4.5036 -0.03 0.01 -0.28 -0.47
O 0.3084 2.9790 3.8393 -0.07 0.07 0.12 -0.51
H 1.3117 2.5857 5.5707 -0.04 0.00 0.04 0.25
H 1.7981 1.5718 4.2029 0.10 -0.03 0.10 0.19
H 2.3213 3.2765 4.2882 0.06 -0.05 0.09 0.29
H 0.4788 2.9738 2.8960 -0.03 -0.04 -0.02 0.15
Cl 0.5806 -4.5417 -2.2694 -0.34 -0.18 -0.84 -0.62
O -2.5066 5.3443 -4.2595 0.04 0.12 -0.11 -0.60
H -2.0363 6.0924 -4.6421 0.04 0.01 0.04 0.28
H -3.3679 5.3794 -4.6929 -0.03 -0.12 0.04 0.33
```
Positions in Å, forces in eV/Å.

F_max = 2.7 eV/Å
LUMO = -6.81 eV
orbital gap = 1.66 eV